ORCA calculation (wB97M-V/def2-TZVPD) on 2 unconnected molecules or ions with the total composition H4N5 at a distorted geometry.

Last column: Mulliken charge in e.
Atoms and positions in Å:
N 3.19324 0.41013 -0.07245  -0.766
N 0.96610 -0.00140 -0.25183  -0.491
N 2.07578 0.16032 -0.23279  0.936
N -1.70878 -0.36507 -0.08036  0.111
N -2.42410 0.40204 0.56759  -0.219
H 3.83317 1.01470 -0.51076  0.322
H -0.53265 -0.31242 -0.03342  0.520
H -2.09585 -1.28331 -0.27148  0.281
H -3.30689 -0.02500 0.88551  0.307

Properties
Relative energy (zero: lowest compared OMol25 entry of this formula, charge and spin) in eV: 3.728
Gap between HOMO and LUMO in eV: 8.41
E_HOMO in eV: -14.85
Charge: +1
Lowest unoccupied orbital energy in eV: -6.44
Spin multiplicity: 1